The following is a DFT calculation (ωB97M-V/def2-TZVPD) of 2 unconnected molecules or ions with the total composition C2H5N2O4S at a distorted geometry.

Output
**Energy above the lowest of the compared OMol25 structures with the same formula, charge and spin**: 34.0 kcal per mole
**Gap between HOMO and LUMO**: 7.49 eV
**Max |F|**: 8.21 eV/Å
**DFT total energy**: -887.4169 Eh
**E_HOMO**: -12.98 eV

ORCA input file:
```
! RIJCOSX wB97M-V def2-TZVPD def2/J DEFGRID3
* xyz 1 1
O 0.95 -2.59 2.28
C 0.42 -2.23 1.21
N -0.19 -1.93 0.07
N -0.83 -0.68 0.11
S 0.26 0.66 0.22
C -1.93 -0.62 1.10
O -1.82 -0.28 2.31
O -3.26 -0.94 0.61
H 1.31 0.42 1.11
H -3.32 -1.94 0.51
O 2.04 2.53 -2.17
H 2.99 2.28 -2.17
H 1.48 1.87 -2.64
H 1.90 3.44 -2.53
*
```